Model a:
Below is a single C3H7NO3 molecule, with properties calculated with ωB97M-V with the def2-TZVPD basis set.

Output
- Multiplicity: 1
- SMILES string: CN(CO)C(=O)O
- LUMO level: 0.0280 hartree

Each line ends with the Löwdin charge.
CARTESIAN COORDINATES (ANGSTROEM)
C (-1.633, 0.274, 0.454)  -0.055
N (-0.255, -0.107, 0.254)  -0.032
C (1.118, 0.635, 0.869)  -0.152
O (1.824, 1.429, 0.024)  -0.006
C (0.144, -0.919, -0.718)  -0.610
O (1.344, -1.049, -0.974)  0.021
O (-0.821, -1.395, -1.544)  0.104
H (-2.297, -0.491, 0.052)  0.087
H (-1.852, 1.222, -0.046)  0.092
H (-1.837, 0.369, 1.523)  0.084
H (1.703, -0.170, 1.321)  0.126
H (0.634, 1.260, 1.612)  0.116
H (2.310, 0.855, -0.592)  0.099
H (-0.381, -1.913, -2.234)  0.125

Model b:
Below is a 2-piece molecular cluster, C3H7NO3 overall, with properties calculated with ωB97M-V with the def2-TZVPD basis set.

Output
- Multiplicity: 1
- SMILES string: O=CCNC=O.O
- LUMO level: 0.0074 hartree

Each line ends with the Löwdin charge.
CARTESIAN COORDINATES (ANGSTROEM)
O (2.092, 1.991, 1.323)  0.084
C (1.314, 1.325, 0.727)  -0.242
C (-0.130, 0.878, 1.055)  -0.132
N (-0.494, -0.310, 0.338)  -0.007
C (-1.152, -1.378, 0.878)  -0.339
O (-1.369, -1.438, 2.076)  0.001
H (1.582, 0.661, -0.145)  0.115
H (-0.767, 1.708, 0.719)  0.130
H (-0.321, 0.640, 2.099)  0.125
H (-0.255, -0.543, -0.620)  0.073
H (-1.526, -2.142, 0.188)  0.133
O (0.272, -0.562, -2.526)  -0.040
H (-0.380, -0.281, -3.157)  0.044
H (1.133, -0.549, -2.956)  0.057

Stability verdict: model a, ahead by 0.602 eV

Model a:
Below is a single C2H4ClFN2 molecule, with properties calculated with ωB97M-V with the def2-TZVPD basis set.

Output
- Multiplicity: 1
- SMILES string: N/N=C\[C@@H](F)Cl
- LUMO level: 0.0294 hartree

Each line ends with the Löwdin charge.
CARTESIAN COORDINATES (ANGSTROEM)
N (-0.870, 1.480, 0.462)  0.010
N (-0.101, 1.225, -0.604)  -0.055
C (0.553, 0.128, -0.661)  -0.230
C (0.449, -1.041, 0.230)  -0.698
F (-0.783, -1.666, 0.050)  -0.076
Cl (1.613, -2.285, -0.324)  0.638
H (-1.358, 0.628, 0.839)  0.112
H (-1.426, 2.287, 0.223)  0.088
H (1.308, 0.121, -1.496)  0.110
H (0.615, -0.878, 1.280)  0.101

Model b:
Below is a single C2H4ClFN2 molecule, with properties calculated with ωB97M-V with the def2-TZVPD basis set.

Output
- Multiplicity: 1
- SMILES string: N/N=C/[C@H](F)Cl
- LUMO level: 0.0377 hartree

Each line ends with the Löwdin charge.
CARTESIAN COORDINATES (ANGSTROEM)
N (-1.506, 0.861, 1.121)  -0.003
N (-0.699, 0.689, 0.077)  -0.061
C (0.145, -0.224, 0.118)  -0.225
C (1.118, -0.339, -1.010)  -0.721
F (1.036, -1.599, -1.563)  -0.068
Cl (2.790, -0.115, -0.461)  0.623
H (-1.684, 0.011, 1.711)  0.112
H (-2.374, 1.315, 0.887)  0.084
H (0.188, -0.967, 0.977)  0.145
H (0.986, 0.367, -1.857)  0.114

Stability verdict: model b, ahead by 0.274 eV

Model a:
Below is a single C2H3NO2S molecule, with properties calculated with ωB97M-V with the def2-TZVPD basis set.

Output
- Multiplicity: 3
- LUMO level (spin up / spin down): 0.0312 / -0.1339 hartree

Each line ends with the Löwdin spin population.
CARTESIAN COORDINATES (ANGSTROEM)
C (1.453, -0.251, 0.066)  0.289
C (0.040, -0.178, 0.420)  0.052
N (0.430, 0.958, -0.436)  0.099
O (3.839, 0.938, -0.152)  0.533
O (2.187, -1.050, -0.767)  0.301
S (3.191, -0.224, 0.372)  0.712
H (-0.633, -0.931, 0.019)  0.005
H (-0.214, 0.118, 1.432)  0.000
H (0.211, 0.795, -1.415)  0.009

Model b:
Below is a single C2H3NO2S molecule, with properties calculated with ωB97M-V with the def2-TZVPD basis set.

Output
- Multiplicity: 3
- LUMO level (spin up / spin down): 0.0195 / -0.1273 hartree

Each line ends with the Löwdin spin population.
CARTESIAN COORDINATES (ANGSTROEM)
C (-1.179, -0.917, 0.060)  0.204
C (0.181, -0.380, 0.081)  0.346
N (0.261, 0.896, 0.217)  0.210
O (-2.137, -0.203, 0.029)  0.244
O (1.372, 1.616, -0.014)  0.063
S (1.454, -1.370, 0.046)  0.893
H (-1.339, -2.004, -0.140)  0.010
H (-0.709, 1.298, -0.012)  0.009
H (2.098, 1.063, -0.268)  0.019

Stability verdict: model b, ahead by 2.831 eV

Model a:
Below is a 2-piece molecular cluster, C4H3NO3 overall, with properties calculated with ωB97M-V with the def2-TZVPD basis set.

Output
- Multiplicity: 1
- SMILES string: C=C1OC1=O.N=C=O
- LUMO level: 0.0063 hartree

Each line ends with the Löwdin charge.
CARTESIAN COORDINATES (ANGSTROEM)
C (1.783, 0.197, 0.835)  0.082
C (0.580, 0.554, 0.437)  -0.222
O (0.088, 1.659, -0.288)  0.119
C (-0.877, 0.891, 0.341)  -0.500
O (-1.834, 1.141, 1.009)  0.119
H (1.907, -0.663, 1.472)  0.067
H (2.668, 0.708, 0.482)  0.073
N (-1.432, -0.429, -1.075)  0.202
C (-0.576, -1.310, -0.977)  -0.308
O (0.082, -2.253, -0.857)  0.226
H (-2.390, -0.494, -1.379)  0.142

Model b:
Below is a single C4H3NO3 molecule, with properties calculated with ωB97M-V with the def2-TZVPD basis set.

Output
- Multiplicity: 1
- SMILES string: O=C1C=CC(=O)N1O
- LUMO level: -0.0257 hartree

Each line ends with the Löwdin charge.
CARTESIAN COORDINATES (ANGSTROEM)
O (-1.186, -1.901, 0.127)  0.176
C (-0.422, -1.035, 0.227)  -0.444
C (0.984, -0.919, 0.591)  0.021
C (1.550, 0.247, 0.104)  0.106
C (0.294, 1.077, -0.410)  -0.434
O (0.282, 2.212, -0.605)  0.163
N (-0.840, 0.234, -0.383)  -0.048
O (-2.108, 0.605, 0.116)  -0.003
H (1.589, -1.816, 0.977)  0.144
H (2.607, 0.518, -0.008)  0.118
H (-2.749, 0.778, -0.736)  0.202

Model c:
Below is a single C4H3NO3 molecule, with properties calculated with ωB97M-V with the def2-TZVPD basis set.

Output
- Multiplicity: 1
- SMILES string: O=C1ON=C[C@@H]2O[C@H]12
- LUMO level: 0.0099 hartree

Each line ends with the Löwdin charge.
CARTESIAN COORDINATES (ANGSTROEM)
O (2.346, -0.229, -0.043)  0.155
C (1.181, -0.008, -0.111)  -0.354
O (0.698, 1.261, 0.201)  0.014
N (-0.649, 1.643, 0.002)  0.105
C (-1.548, 0.755, -0.066)  -0.078
C (-1.328, -0.674, -0.285)  -0.256
O (-0.748, -1.403, 0.748)  0.038
C (0.077, -1.132, -0.396)  -0.080
H (-2.604, 1.118, -0.244)  0.145
H (-1.912, -1.201, -1.022)  0.146
H (0.402, -2.089, -0.842)  0.165

Stability verdict: model b, ahead by 0.563 eV